[1]
Below is a cluster of 2 separate species, C6H11N in total, with properties calculated with the ωB97M-V functional and the def2-TZVPD basis.

Computed properties:
Strongest force on any atom: 0.0119 hartree/bohr
Total charge: 0
Molar mass: 97.2 g mol⁻¹
HOMO-LUMO gap: 9.67 eV
HOMO energy: -0.3177 hartree
SMILES string: CC=C=N.C=CC

Element x y z (Å)
C 1.51 -0.59 2.78
C 1.49 -0.49 1.28
C 1.20 0.61 0.59
C -1.82 0.60 -1.54
C -1.21 0.65 -2.92
C -1.66 -0.41 -0.71
N -1.56 -1.38 0.04
H 0.82 -1.37 3.14
H 2.51 -0.86 3.14
H 1.22 0.36 3.24
H 1.74 -1.41 0.74
H -0.76 -1.29 0.67
H 0.95 1.54 1.09
H 1.21 0.62 -0.49
H -2.45 1.42 -1.21
H -0.67 1.59 -3.08
H -0.51 -0.18 -3.07
H -1.98 0.58 -3.70

***

[2]
Below is the molecule C8H9IO5, with properties calculated with the ωB97M-V functional and the def2-TZVPD basis.

Computed properties:
Strongest force on any atom: 0.1029 hartree/bohr
Total charge: 0
Molar mass: 312.1 g mol⁻¹
HOMO-LUMO gap (alpha / beta): 7.50 / 7.49 eV
HOMO energy (alpha / beta): -0.2881 / -0.2879 hartree

Element x y z (Å)
C 1.85 -0.24 -0.33
C 0.64 0.01 -0.91
C 0.52 -0.30 -2.33
C -1.87 -0.09 -0.72
C -1.81 0.41 -2.18
C 0.16 -0.94 1.83
C 1.36 -0.11 2.02
C -0.58 0.44 -0.15
O 1.37 -0.70 -3.08
O 2.29 -0.37 0.95
O -0.73 -0.26 -2.88
O 1.99 -0.38 3.22
O -0.34 1.64 0.40
I -1.46 -0.40 3.16
H 2.49 -0.48 -1.17
H -2.69 0.33 -0.24
H -1.97 -1.20 -0.94
H -2.66 0.22 -2.65
H -1.76 1.56 -2.05
H 0.38 -1.94 1.94
H 1.00 1.04 2.06
H 2.97 -0.19 3.30
H -1.16 1.95 0.76

***

[3]
Below is a structure of composition C24H36BN6P2RhSbSe4, with properties calculated with the ωB97M-V functional and the def2-TZVPD basis.

Computed properties:
Multiplicity: 5
Strongest force on any atom: 0.0224 hartree/bohr
Total charge: +1
Molar mass: 1021.9 g mol⁻¹
HOMO-LUMO gap (alpha / beta): 6.77 / 5.61 eV
HOMO energy (alpha / beta): -0.3951 / -0.4142 hartree

Element x y z (Å)
Rh -0.78 -0.55 -1.30
C 2.29 0.45 -2.43
P 1.51 -0.58 -1.16
C 1.91 0.28 0.40
N 3.11 0.79 0.53
C 3.37 1.47 1.67
C 4.65 2.04 1.86
C 4.91 2.73 3.01
C 3.91 2.87 4.01
C 2.67 2.33 3.85
C 2.38 1.61 2.66
N 1.14 1.07 2.51
C 0.91 0.42 1.40
P -0.76 -0.32 1.09
C -0.65 -1.87 2.05
C -2.04 0.65 2.04
C -3.41 0.09 1.67
C -2.01 2.13 1.66
C -1.85 0.50 3.56
C 2.49 -2.17 -1.10
C 2.55 -2.82 -2.48
C 3.93 -1.88 -0.66
C 1.83 -3.11 -0.10
H 3.29 0.73 -2.11
H 1.68 1.34 -2.58
H 2.33 -0.09 -3.38
H 5.39 1.92 1.09
H 5.88 3.16 3.17
H 4.15 3.42 4.91
H 1.90 2.43 4.59
H -0.15 -1.68 3.00
H -0.11 -2.63 1.49
H -1.65 -2.25 2.24
H -3.70 0.36 0.65
H -4.15 0.53 2.34
H -3.48 -0.99 1.78
H -2.19 2.28 0.60
H -1.07 2.61 1.94
H -2.81 2.63 2.21
H -1.99 -0.54 3.87
H -2.63 1.08 4.04
H -0.88 0.85 3.91
H 3.10 -2.23 -3.20
H 1.57 -3.05 -2.90
H 3.07 -3.78 -2.38
H 4.43 -1.15 -1.29
H 4.49 -2.82 -0.72
H 3.98 -1.53 0.37
H 0.78 -3.29 -0.32
H 1.91 -2.72 0.92
H 2.35 -4.07 -0.11
B -2.47 1.30 -3.24
N -3.41 0.44 -2.34
C -4.72 0.24 -2.42
C -5.08 -0.80 -1.59
C -3.88 -1.21 -1.02
N -2.88 -0.44 -1.48
N -1.57 2.17 -2.34
C -1.44 3.50 -2.34
C -0.40 3.85 -1.50
C 0.06 2.64 -1.01
N -0.65 1.63 -1.52
H -3.15 2.00 -3.94
H -1.76 0.54 -3.86
H -5.32 0.86 -3.08
H -6.05 -1.20 -1.41
H -3.68 -1.97 -0.28
H -2.09 4.10 -2.95
H -0.03 4.84 -1.29
H 0.86 2.47 -0.32
Se -0.29 -6.01 -2.62
Sb -2.03 -4.34 -2.08
Se -4.07 -4.59 -3.46
Se -2.51 -4.54 0.22
Se -1.00 -2.17 -3.01

***

[4]
Below is the molecule C5H8O2, with properties calculated with the ωB97M-V functional and the def2-TZVPD basis.

Computed properties:
Strongest force on any atom: 0.0746 hartree/bohr
Total charge: 0
Molar mass: 100.1 g mol⁻¹
HOMO-LUMO gap: 10.15 eV
HOMO energy: -0.3531 hartree
SMILES string: C=C[C@@H](O)C(C)=O

Element x y z (Å)
C 0.56 0.18 0.39
C -1.63 1.51 0.65
C -1.00 0.26 0.08
C 0.80 -1.27 0.14
C 1.52 -1.93 -0.76
O 1.29 1.04 -0.45
O -1.55 -0.28 -0.89
H 1.01 0.83 -1.36
H 0.74 0.40 1.44
H -0.20 -1.76 0.53
H -2.55 1.25 1.18
H -1.83 2.22 -0.15
H -0.95 2.01 1.35
H 1.47 -3.01 -0.84
H 2.32 -1.44 -1.30

***

[5]
Below is the molecule C4H12N2O, with properties calculated with the ωB97M-V functional and the def2-TZVPD basis.

Computed properties:
Strongest force on any atom: 0.0438 hartree/bohr
Total charge: 0
Molar mass: 104.2 g mol⁻¹
HOMO-LUMO gap: 9.74 eV
HOMO energy: -0.3232 hartree
SMILES string: C[C@@H](CO)NCN

Element x y z (Å)
C 0.18 0.38 -1.58
C 0.54 -0.42 -0.31
C 1.88 0.14 0.21
O 2.95 -0.52 -0.49
N -0.37 -0.29 0.82
C -1.77 -0.46 0.49
N -2.56 0.38 1.43
H 0.07 1.42 -1.26
H 1.08 0.46 -2.19
H -0.62 -0.06 -2.15
H 0.83 -1.41 -0.65
H 2.01 -0.15 1.22
H 2.00 1.21 0.03
H 3.61 0.09 -0.81
H -0.09 0.53 1.33
H -2.00 0.00 -0.47
H -2.06 -1.50 0.52
H -2.19 0.19 2.36
H -3.50 0.01 1.50

***

[6]
Below is a structure of composition C20H25FeN3O5Se2, with properties calculated with the ωB97M-V functional and the def2-TZVPD basis.

Computed properties:
Multiplicity: 5
Strongest force on any atom: 0.0178 hartree/bohr
Total charge: 0
Molar mass: 601.2 g mol⁻¹
HOMO-LUMO gap (alpha / beta): 8.56 / 8.52 eV
HOMO energy (alpha / beta): -0.3121 / -0.3104 hartree

Element x y z (Å)
Fe -0.02 0.04 0.13
O 3.63 2.19 1.25
C 2.72 1.42 0.98
N 1.59 1.63 0.26
C 1.42 2.81 -0.42
O 2.17 3.76 -0.50
C 0.12 2.84 -1.19
C -0.05 3.78 -2.19
C -1.22 3.77 -2.93
C -2.19 2.83 -2.62
C -1.95 1.94 -1.59
N -0.81 1.94 -0.89
C 2.83 0.00 1.49
C 3.95 -0.36 2.23
C 4.09 -1.67 2.66
C 3.10 -2.58 2.32
C 2.01 -2.14 1.59
N 1.87 -0.87 1.19
H 0.75 4.49 -2.37
H -1.38 4.49 -3.72
H -3.12 2.78 -3.17
H -2.67 1.17 -1.33
H 4.69 0.40 2.43
H 4.95 -1.97 3.24
H 3.17 -3.62 2.62
H 1.23 -2.83 1.30
C -2.66 1.58 3.33
Se -0.87 1.13 2.66
C -0.64 -0.52 3.69
C -1.57 -1.66 3.29
Se -1.37 -2.22 1.41
C -3.23 -2.04 0.88
H -2.58 1.83 4.39
H -3.35 0.76 3.18
H -3.00 2.45 2.78
H -0.79 -0.27 4.74
H 0.40 -0.80 3.54
H -2.61 -1.38 3.41
H -1.37 -2.53 3.92
H -3.83 -2.70 1.50
H -3.27 -2.34 -0.16
H -3.53 -1.01 0.98
C 0.37 -0.15 -4.09
C 0.28 -1.10 -2.91
C 0.74 -2.51 -3.27
O 1.06 -0.61 -1.81
C -1.20 -1.18 -2.42
O -2.05 -1.50 -3.24
O -1.39 -0.93 -1.18
H 1.35 -0.21 -4.56
H 0.20 0.88 -3.75
H -0.40 -0.40 -4.82
H 1.75 -2.49 -3.68
H 0.06 -2.93 -4.01
H 0.73 -3.14 -2.38
H 1.90 -0.29 -2.16